1.
Here is a structure of composition C26H26CoFN4 in a non-equilibrium geometry from OMol25. Energies are from ωB97M-V/def2-TZVPD.

Geometry as XYZ:
```
58
Properties=species:S:1:pos:R:3:forces:R:3:nbo_charge:R:1
Co 0.167206 -0.003746 1.795793 -1.6 -0.4 -1.1 1.388
C -0.072320 2.681644 1.053576 -0.9 0.4 1.9 -0.214
C 1.128634 2.818954 2.008640 0.2 0.2 0.9 -0.480
C 2.254642 1.810176 1.837028 0.0 -0.6 0.4 0.239
C 3.570608 2.140161 1.638906 2.0 0.2 -0.5 -0.231
C 4.624330 1.204523 1.508194 -1.0 0.4 0.4 -0.073
C 4.264122 -0.135581 1.566889 1.1 0.0 0.5 -0.235
C 2.941050 -0.441529 1.701516 -1.0 1.7 0.5 0.066
N 1.957847 0.489702 1.928430 2.3 -0.1 -1.6 -0.601
N -1.086325 1.629701 1.506544 1.0 0.2 -1.7 -0.514
C -1.679917 1.949996 2.819051 0.8 1.4 -1.0 -0.279
C -1.052337 1.160414 3.920847 -0.2 0.0 1.1 0.246
C -1.214773 1.533944 5.268429 0.6 -2.7 -1.0 -0.233
C -0.895350 0.532756 6.187902 0.4 1.5 0.9 -0.087
C -0.379696 -0.725557 5.832464 -0.2 -0.2 0.3 -0.234
C -0.052327 -0.915036 4.521559 -0.9 0.9 -1.0 0.064
N -0.394407 0.058114 3.581917 -0.2 -1.9 2.3 -0.608
C -2.024606 1.337155 0.367975 -1.0 1.2 0.0 -0.270
C -1.892623 -0.082340 -0.137415 -0.7 -1.8 -0.4 0.213
C -2.699277 -0.655733 -1.144678 -0.2 0.8 0.1 -0.211
C -2.502615 -1.975083 -1.550622 1.3 0.1 1.0 -0.103
C -1.591729 -2.769175 -0.833872 -0.2 0.5 0.0 -0.218
C -0.844279 -2.164795 0.180956 -0.8 -1.7 -0.9 0.071
N -1.012677 -0.897427 0.491838 0.4 1.7 0.0 -0.596
H -0.596753 3.650238 1.029068 0.2 -0.2 -0.2 0.224
H 0.239838 2.402049 0.090679 0.4 -0.2 -1.4 0.221
H 1.568698 3.842725 1.977496 -0.4 -0.7 -0.3 0.275
H 0.728660 2.727313 3.046711 0.5 0.1 -0.5 0.236
H 3.942249 3.140902 1.567165 -0.6 0.8 0.0 0.247
H 5.659440 1.578442 1.396119 -0.8 -0.5 0.1 0.264
H 4.995809 -0.936209 1.653778 -0.1 0.1 -0.6 0.262
H 2.598744 -1.432125 1.598222 -0.3 -1.2 0.3 0.206
H -1.405128 3.028652 2.942241 -1.0 -0.6 0.5 0.232
H -2.764763 1.771757 2.794428 0.3 0.3 0.2 0.258
H -1.655864 2.460067 5.507169 -0.3 0.9 0.5 0.251
H -0.933052 0.849907 7.237835 -0.4 -0.6 -0.3 0.255
H -0.275792 -1.547380 6.557876 0.2 0.7 -0.3 0.268
H 0.345185 -1.861079 4.127803 0.0 0.6 0.2 0.225
H -3.078957 1.524621 0.740636 1.1 -0.4 -0.6 0.247
H -1.885730 2.076920 -0.501951 -0.1 -1.0 1.3 0.255
H -3.533541 -0.092405 -1.582265 0.6 0.0 0.0 0.251
H -2.950038 -2.400742 -2.430148 -0.6 0.0 0.0 0.255
H -1.554543 -3.825317 -1.070995 0.5 0.1 0.1 0.257
H -0.119430 -2.712748 0.785737 -0.2 0.0 -0.3 0.209
F -1.693196 1.022247 -6.799830 0.4 -1.0 0.7 -0.326
C -1.024539 -0.120455 -6.419695 0.8 1.2 -1.4 0.401
C 0.263288 -0.295756 -6.932630 -0.5 -1.7 1.2 -0.260
C 1.000499 -1.433815 -6.627720 -2.2 0.7 0.8 -0.160
C 0.363196 -2.411435 -5.816526 0.1 -0.7 0.3 -0.128
C 1.044546 -3.590558 -5.477091 0.9 -0.2 0.1 -0.305
C -0.954452 -2.175370 -5.283959 1.4 -1.6 0.3 -0.183
C -1.608422 -1.021927 -5.566600 -1.1 1.0 0.9 -0.295
H 0.748874 0.425713 -7.482484 0.5 1.8 -1.3 0.231
H 2.032926 -1.455205 -6.879601 0.6 -0.5 -0.3 0.225
H 2.012876 -3.842697 -5.906006 -0.2 0.3 -0.1 0.194
H 0.794434 -4.253676 -4.664371 -0.6 0.0 0.0 0.178
H -1.334363 -3.007805 -4.644772 0.0 1.0 -0.5 0.208
H -2.483877 -0.666115 -5.018201 -0.2 -0.5 -0.5 0.221
```
Positions in Å, forces in eV/Å.

The calculation puts the HOMO energy (spin up / spin down) at -10.775 / -13.122 eV. As for the net charge: +2. As for the expectation value of S²: 6.05. Its multiplicity is 5. For the HOMO-LUMO gap (spin up / spin down), the calculation gives 4.86 / 6.30 eV.



2.
Here is an isolated molecule of C6H8FNO2S in a non-equilibrium geometry from OMol25. Energies are from ωB97M-V/def2-TZVPD.

Geometry as XYZ:
```
19
Properties=species:S:1:pos:R:3:forces:R:3:nbo_charge:R:1
C 2.938785 -1.459420 0.870668 0.2 3.1 -1.2 -0.354
C 3.292112 -0.130362 0.600406 -1.0 -1.8 0.8 -0.235
C 2.231355 0.906127 0.313789 0.1 -1.1 -0.4 -0.191
C 1.024871 0.834760 -0.274639 0.8 0.1 -0.2 -0.064
N 0.525412 -0.247323 -1.002839 -1.3 -1.6 -0.2 -0.425
C -0.716541 -0.419313 -1.035392 0.3 0.7 1.0 0.399
F -1.384732 -1.444067 -1.583228 0.9 0.2 -0.4 -0.307
S -1.969011 0.654962 -0.182284 -2.3 0.6 0.0 2.064
C -3.570664 -0.181410 -0.288955 3.8 -2.3 0.6 -0.827
O -2.150118 1.879299 -0.906349 0.7 0.2 -0.9 -0.934
O -1.728009 0.790898 1.209450 1.3 -0.5 1.3 -0.928
H 1.895067 -1.767143 0.598007 1.2 0.1 0.7 0.209
H 3.658789 -2.154122 1.303280 -0.3 0.1 -0.4 0.208
H 4.334822 0.277755 0.788612 -1.5 -0.7 -0.2 0.218
H 2.415536 1.869411 0.732231 0.3 0.5 0.4 0.217
H 0.343698 1.663363 -0.274249 0.2 0.7 0.3 0.202
H -4.012806 0.139639 0.615938 -1.1 0.6 0.4 0.265
H -3.821383 0.048845 -1.263376 -1.7 0.6 -1.6 0.244
H -3.307190 -1.261902 -0.221071 -0.6 0.6 0.1 0.238
```
Positions in Å, forces in eV/Å.

The calculation puts the HOMO energy at -8.959 eV. Its structure (SMILES) is C=C/C=C\N=C(\F)S(C)(=O)=O. For the HOMO-LUMO gap, the calculation gives 8.80 eV.



3.
Here is an isolated molecule of C6H11ClNO3P in a non-equilibrium geometry from OMol25. Energies are from ωB97M-V/def2-TZVPD.

Geometry as XYZ:
```
23
Properties=species:S:1:pos:R:3:forces:R:3:nbo_charge:R:1
C 2.916818 1.793048 1.244720 3.0 -1.1 -0.7 -0.261
O 2.178280 0.934169 0.437664 -1.6 -2.0 -0.5 -0.491
C 2.668967 -0.166241 -0.117643 0.1 1.6 0.5 0.706
O 3.819107 -0.471253 -0.180032 1.6 -0.2 0.4 -0.585
C 1.639695 -1.022059 -0.726674 -2.0 -0.1 0.2 0.483
O 2.209472 -2.121236 -1.258776 0.5 -0.4 0.1 -0.652
N 0.376146 -0.800027 -0.691770 1.6 -0.4 -0.4 -0.773
P -0.554550 0.516482 0.034300 0.8 -1.3 0.7 1.001
Cl -0.428974 1.928238 -1.375095 0.2 0.9 -1.0 -0.301
C -2.126057 -0.293432 -0.400332 -1.4 2.5 -1.2 -0.536
C -3.436518 0.661696 -0.300686 0.2 -3.9 -3.3 -0.598
C -2.162216 -1.432573 0.507466 0.4 0.3 0.6 -0.629
H 2.702574 2.691079 0.723866 0.7 1.5 0.3 0.207
H 4.005500 1.404497 1.217405 -1.5 1.3 0.0 0.206
H 2.591799 1.779518 2.259322 -0.6 0.0 0.6 0.197
H 3.206900 -2.176991 -1.059200 -2.1 0.8 -0.2 0.521
H -1.974498 -0.654165 -1.416156 -0.3 0.2 -0.2 0.228
H -3.220934 1.557206 -0.804615 0.1 1.5 -0.4 0.214
H -4.288754 0.133437 -0.996319 1.9 1.2 2.0 0.208
H -3.758817 0.776336 0.688022 -0.5 0.3 1.4 0.206
H -2.976226 -2.039439 0.274460 -1.3 -1.3 0.0 0.219
H -2.151166 -1.074110 1.501703 -0.7 0.2 1.5 0.199
H -1.236558 -1.924177 0.438369 1.0 -1.4 -0.3 0.230
```
Positions in Å, forces in eV/Å.

The calculation puts the HOMO energy at -8.591 eV. Its structure (SMILES) is COC(=O)/C(O)=N\P(Cl)C(C)C. For the HOMO-LUMO gap, the calculation gives 8.53 eV.



4.
Here is a structure of composition C24H28IrN3OP2S2 in a non-equilibrium geometry from OMol25. Energies are from ωB97M-V/def2-TZVPD.

Geometry as XYZ:
```
61
Properties=species:S:1:pos:R:3:forces:R:3:nbo_charge:R:1
Ir 0.646387 0.957566 0.217518 0.5 -0.1 -1.1 0.560
N 1.403087 1.482066 4.535418 0.3 0.0 0.3 -0.796
C 1.038287 1.602766 3.240718 -0.8 0.3 -0.6 0.281
S 2.330487 1.607066 2.084718 -1.0 -0.1 -1.9 -0.164
N -0.221313 1.771666 2.973218 0.1 -0.2 1.9 -0.424
N -0.592313 1.969666 1.695218 -0.9 -1.4 -1.1 -0.334
C -1.843713 2.321566 1.523718 1.3 -0.4 0.7 0.136
C -2.414013 2.757266 0.307618 -0.1 -0.2 -1.5 -0.259
C -3.766713 3.149066 0.289418 0.3 0.0 0.0 -0.130
C -4.354013 3.671666 -0.833382 -0.3 0.1 -0.1 -0.300
C -3.617613 3.768366 -2.020882 -0.1 -0.1 0.3 -0.177
C -2.322113 3.337066 -2.066882 0.4 0.1 0.2 -0.271
C -1.644713 2.858566 -0.909282 -1.3 0.1 0.7 0.407
O -0.412913 2.554366 -1.004282 2.3 -0.9 0.1 -0.736
H 2.342687 1.186766 4.735618 -0.2 -0.1 0.1 0.400
H 0.682887 1.355666 5.223118 0.0 0.0 0.0 0.405
H -2.482813 2.306266 2.408718 0.3 0.4 0.1 0.201
H -4.344413 3.047666 1.197718 0.0 0.0 0.1 0.205
H -5.378813 4.012666 -0.811182 -0.1 0.0 0.0 0.210
H -4.081213 4.179466 -2.906382 0.0 0.0 -0.1 0.209
H -1.748713 3.382266 -2.981682 0.1 0.1 -0.1 0.203
C 4.063287 1.204166 -1.316882 -0.5 0.1 0.5 -0.948
P 2.300687 0.762466 -1.549582 -0.4 -0.9 0.6 1.088
C 1.939987 1.541366 -3.180182 -0.2 0.1 0.5 -0.949
C 2.323187 -1.030534 -1.889382 0.0 -0.2 0.0 -0.358
C 3.511487 -1.735234 -2.030882 -0.1 0.1 -0.1 -0.192
C 3.510087 -3.116834 -2.086982 0.1 -0.1 0.0 -0.198
C 2.316087 -3.811234 -2.024682 0.0 0.0 -0.1 -0.208
C 1.120887 -3.122234 -1.920782 -0.1 0.1 -0.1 -0.133
C 1.109387 -1.735534 -1.838182 0.2 0.2 0.1 -0.337
P -0.407413 -0.765534 -1.519982 0.1 0.0 0.7 1.026
C -0.993013 -0.511234 -3.261082 0.0 0.5 0.4 -0.940
C -1.624513 -2.026934 -0.964682 0.1 0.5 0.3 -0.949
H 4.677987 0.990466 -2.190782 -0.1 0.0 0.0 0.237
H 4.445087 0.684866 -0.440382 0.1 -0.1 0.0 0.260
H 4.099687 2.272766 -1.106782 0.0 0.0 0.0 0.257
H 2.200287 0.875566 -4.004082 0.1 0.0 0.2 0.242
H 2.513587 2.463166 -3.260382 0.0 0.1 0.0 0.248
H 0.883887 1.796166 -3.211482 -0.1 0.1 -0.1 0.265
H 4.449887 -1.208134 -2.063682 0.2 0.0 0.0 0.212
H 4.445587 -3.649834 -2.158382 0.1 -0.1 0.0 0.218
H 2.311787 -4.891634 -2.040082 0.0 -0.1 0.0 0.218
H 0.198387 -3.680434 -1.861282 -0.1 0.0 0.0 0.207
H -1.425713 -1.427934 -3.659182 0.1 -0.1 0.1 0.234
H -0.162313 -0.209234 -3.890882 0.1 0.1 -0.1 0.237
H -1.740713 0.278466 -3.270082 -0.1 0.1 -0.1 0.250
H -1.805513 -2.783534 -1.726082 0.1 0.0 -0.1 0.224
H -2.562413 -1.512534 -0.750882 0.0 0.0 0.0 0.250
H -1.254613 -2.485734 -0.047582 -0.1 0.0 0.0 0.272
S 1.034587 -1.461034 1.186218 0.6 1.8 -1.0 -0.126
C -0.012513 -1.815734 2.529618 -0.4 0.3 0.1 -0.187
C 0.430287 -2.745634 3.468918 0.1 0.1 -0.2 -0.226
C -0.384913 -3.126634 4.513818 -0.2 -0.1 0.0 -0.208
C -1.663113 -2.598334 4.625118 -0.1 0.0 0.1 -0.259
C -2.109913 -1.673734 3.691818 -0.1 0.0 0.1 -0.140
C -1.292913 -1.277234 2.649518 0.0 -0.1 0.0 -0.258
H 1.418887 -3.161734 3.348118 0.1 0.0 0.1 0.216
H -0.019613 -3.844534 5.233018 0.0 -0.1 0.1 0.210
H -2.311013 -2.911934 5.432518 0.0 0.0 0.0 0.208
H -3.108913 -1.268034 3.770718 -0.1 0.1 0.0 0.199
H -1.644313 -0.560034 1.917118 0.0 0.0 0.0 0.212
```
Positions in Å, forces in eV/Å.

The calculation puts the HOMO energy at -6.730 eV. For the HOMO-LUMO gap, the calculation gives 6.40 eV.



It is found that the M values, taken in the order of the records, are 472.45, 177.20, 211.59, 692.81 g/mol.
It is found that the relative energy (zero: lowest compared OMol25 entry of this formula, charge and spin) values, taken in the order of the records, are 13.8, 34.9, 27.2, 83.5 kcal per mole.